No. 1
The following is a quantum chemistry calculation of a 2-piece molecular cluster, C24H28N2OS overall at a distorted geometry, from the OMol25 dataset.

The total energy comes out at -1514.16293 a.u. For the molar mass, the calculation gives 392.568 g/mol. The HOMO energy comes out at -5.03 eV.

Cartesian coordinates (Å):
C 0.1313 -6.2973 1.2008
C 0.1092 -4.8959 1.7354
C 1.2440 -4.0747 1.6096
C 1.2418 -2.7676 2.0650
C 0.0467 -2.2124 2.6172
S -0.0596 -0.5923 2.9632
C -1.0700 -3.0759 2.8362
C -1.0319 -4.3798 2.3748
H -0.8348 -6.7871 1.3572
H 0.3561 -6.2991 0.1265
H 0.9097 -6.8904 1.6969
H 2.1419 -4.4819 1.1382
H 2.1258 -2.1354 1.9875
H -1.9498 -2.6817 3.3427
H -1.9021 -5.0291 2.4980
C -0.5861 3.9346 -1.0111
N 0.5400 3.2439 -1.6092
C 0.9829 1.9703 -1.4167
C 0.2098 0.9506 -0.6610
C -0.7208 1.3651 0.3965
C -1.8317 0.6102 0.6054
C -3.0284 1.0517 1.3131
C -4.2886 0.4471 1.0612
C -5.4375 0.9021 1.7006
C -5.3598 1.9599 2.6177
C -4.1263 2.5628 2.8816
C -2.9685 2.1106 2.2458
O 0.2756 -0.2719 -0.9518
N 2.0780 1.8278 -2.2250
C 2.9445 0.6182 -2.4019
C 4.1232 0.9721 -3.2947
C 2.1504 -0.4729 -3.1015
C 3.4585 0.1635 -1.0428
C 2.3253 3.0276 -2.8645
C 1.3878 3.9068 -2.4707
H -0.7272 4.8531 -1.5942
H -1.5106 3.3458 -1.0463
H -0.3659 4.2440 0.0208
H -0.4530 2.2476 0.9831
H -1.8811 -0.3719 0.1224
H -4.3417 -0.3809 0.3503
H -6.4004 0.4337 1.4937
H -6.2587 2.3087 3.1258
H -4.0551 3.3881 3.5894
H -1.9943 2.5427 2.4879
H 4.7466 1.7671 -2.8654
H 4.7568 0.0807 -3.3928
H 3.7940 1.2437 -4.3067
H 1.3307 -0.8189 -2.4719
H 1.7527 -0.0896 -4.0486
H 2.8167 -1.3196 -3.3081
H 2.6428 -0.1891 -0.4075
H 4.1580 -0.6664 -1.2018
H 4.0010 0.9808 -0.5510
H 3.1470 3.1842 -3.5466
H 1.2552 4.9366 -2.7527

Results of the natural (NBO) charge analysis, in e, for atoms 1 through 5: -0.62 -0.10 -0.16 -0.26 -0.20

No. 2
The following is a quantum chemistry calculation of one molecule with the formula C5H5NO at a distorted geometry, from the OMol25 dataset.

The total energy comes out at -323.45538 a.u. For the molar mass, the calculation gives 95.101 g/mol. The HOMO energy comes out at -9.35 eV.

Cartesian coordinates (Å):
C 0.6690 -1.2236 0.0556
C 1.9304 -0.8041 -0.0219
C 0.8535 1.1127 -0.0515
C -0.1694 0.2410 0.0444
C -1.5819 0.4686 0.0912
N -2.4388 -0.3991 -0.2322
O 2.0704 0.5440 -0.0932
H 0.2109 -2.1763 0.1442
H 2.8467 -1.3618 -0.0519
H 0.8398 2.1856 -0.1198
H -1.8288 1.4903 0.4175
H -3.4017 -0.0772 -0.1824

Results of the natural (NBO) charge analysis, in e, for atoms 1 through 5: -0.26 0.08 0.13 -0.17 0.10

No. 3
The following is a quantum chemistry calculation of one molecule with the formula C5H7N, from the OMol25 dataset.

The total energy comes out at -249.37456 a.u. For the molar mass, the calculation gives 81.118 g/mol. The HOMO energy comes out at -9.34 eV.

Cartesian coordinates (Å):
C 0.0456 1.2975 -0.6793
C 0.1909 -0.1563 -0.2955
C -1.5604 -0.3549 1.2768
N -0.5585 -0.8988 0.4143
C 1.3987 -0.8077 -0.7376
C 2.4263 -1.3939 -0.9541
H 0.0807 1.2965 -1.7724
H 0.8883 1.8972 -0.3179
H -0.8975 1.7525 -0.3654
H -1.1365 -0.6066 2.2550
H -1.6696 0.7405 1.2466
H -2.5239 -0.8596 1.1597
H 3.3159 -1.9064 -1.2301

Results of the natural (NBO) charge analysis, in e, for atoms 1 through 5: -0.68 0.20 -0.44 -0.36 -0.06

| no. | gap between HOMO and LUMO (Eh) |
| --- | --- |
| 1 | 0.137 |
| 2 | 0.379 |
| 3 | 0.380 |